Entry A
C3H5Br in the gas phase. Source: OMol25; level of theory: ωB97M-V/def2-TZVPD.

Positions of all 9 atoms, in Å:
C -0.88195 0.50124 0.56099
C 0.30018 -0.16680 0.00950
C 0.71599 -0.54045 -1.16201
H 1.65846 -1.00429 -1.37396
H -0.58315 1.44016 1.02820
H -1.33896 -0.11422 1.33330
H -1.61077 0.70589 -0.22182
H 0.05860 -0.37343 -2.00727
Br 1.68160 -0.44811 1.83307

As for the gap between HOMO and LUMO: 0.360 Eh.

=====

Entry B
A molecular structure, C3H5Br. Source: OMol25; level of theory: ωB97M-V/def2-TZVPD.

Positions of all 9 atoms, in Å:
H 2.55509 -2.02767 -0.93070
H -1.62726 -0.28480 -0.13889
C 2.32627 -0.96261 -1.09255
C -1.60229 0.55025 0.62141
C -0.44013 0.25270 -0.07566
Br 2.87041 0.07698 0.30398
H -0.08030 0.86434 -0.95051
H -2.29010 1.50758 0.65001
H -1.71167 0.02323 1.61291

As for the gap between HOMO and LUMO (spin up / spin down): 0.278 / 0.278 Eh.

=====

Stability verdict: entry A, ahead by 0.2697 hartree

=====

Entry A
2 unconnected molecules or ions with the total composition C6H13ClNO. Source: OMol25; level of theory: ωB97M-V/def2-TZVPD.

Positions of all 22 atoms, in Å:
C -1.21513 -1.01043 0.28378
H 0.18168 1.05660 -1.82438
N 0.25173 -0.81852 0.17088
H 0.61789 2.43069 -0.83714
H 1.14762 2.09995 1.66360
C 0.76505 -1.52449 -1.01757
Cl 4.00956 0.06035 0.61140
C 0.62039 0.61460 0.23848
H 0.51761 -2.58274 -0.95469
H -1.70713 -0.56692 -0.57865
C 2.96493 0.82415 -0.44700
H -0.98091 1.73580 -0.67372
H 0.31629 -1.11701 -1.91983
H -1.58709 -0.53497 1.18894
C 0.63102 1.14680 1.63307
H -1.45513 -2.07121 0.31951
H 1.12630 0.47246 2.32731
C 0.07142 1.49086 -0.83543
H 0.67977 -1.25420 0.99614
O 3.11096 1.48105 -1.40476
H -0.38200 1.33088 2.00058
H 1.84469 -1.40784 -1.07785

Its charge is +1. As for the gap between HOMO and LUMO (spin up / spin down): 0.306 / 0.304 Eh.

=====

Entry B
2 unconnected molecules or ions with the total composition C6H13ClNO. Source: OMol25; level of theory: ωB97M-V/def2-TZVPD.

Positions of all 22 atoms, in Å:
H 2.55168 -1.80521 0.26524
H -1.01954 0.21541 0.70361
H -0.05484 3.33454 -0.70519
C -3.22828 -0.55010 -1.19568
Cl -2.74576 -0.26429 1.44122
C 0.68879 -0.81610 0.03834
H 2.64998 1.25201 0.44626
C 2.98003 0.28624 0.06787
N 0.00454 0.44800 0.44166
O 0.02570 2.60699 -0.06439
H -2.39963 0.09155 -1.45113
H 2.97795 0.31840 -1.02049
H 0.68997 -0.84651 -1.05306
C -0.08131 1.43945 -0.60758
H 2.09064 -0.85380 1.67056
H 4.00663 0.14408 0.39506
C -3.57409 -0.85768 0.03532
C 2.11291 -0.85796 0.57864
H 0.11391 -1.66311 0.41703
H -4.40515 -1.49529 0.30107
H -3.80368 -0.94984 -2.01416
H 0.41953 0.82322 1.30981

Its charge is +1. As for the gap between HOMO and LUMO: 0.354 Eh.

=====

Stability verdict: entry A, ahead by 0.0171 hartree

=====

Entry A
A gas-phase ion, C3H7N4 (charge +1). Source: OMol25; level of theory: ωB97M-V/def2-TZVPD.

Positions of all 14 atoms, in Å:
H 3.02832 0.78942 -0.07308
H -2.90420 -1.60109 -0.32906
H -3.68103 -0.37566 0.76604
C -2.82122 -0.60943 0.08744
H 0.41949 1.58658 0.94588
C 1.20653 -0.14428 -0.05135
H 3.18943 -0.87695 -0.24524
N 2.53776 -0.09772 -0.14196
C -1.83950 0.20047 -0.04589
H 0.61698 1.87211 -0.80400
N -1.09241 1.10057 -0.42671
N 0.40979 -1.01611 0.21741
N 0.31965 1.19616 -0.09100
H 0.61040 -2.02405 0.19154

Its charge is +1. As for the gap between HOMO and LUMO: 0.363 Eh.

=====

Entry B
A gas-phase ion, C3H7N4 (charge +1). Source: OMol25; level of theory: ωB97M-V/def2-TZVPD.

Positions of all 14 atoms, in Å:
N -2.02750 0.71080 0.17041
H 3.00331 -0.20437 0.51859
N 1.46581 1.27122 0.09371
H -2.64521 0.44673 -0.62304
H -0.74215 -1.24562 -1.26900
H -2.33595 0.15326 1.04285
C 1.97504 0.09260 0.13659
H 1.65051 -1.92366 0.00373
N -0.67935 0.40076 -0.05627
H -0.61345 -1.58572 0.58086
C 0.14620 1.40900 -0.07814
N 1.23507 -1.02051 -0.07077
H -0.23087 2.48565 -0.12627
C -0.20147 -0.99012 -0.32325

Its charge is +1. As for the gap between HOMO and LUMO: 0.352 Eh.

=====

Stability verdict: entry B, ahead by 0.0727 hartree

=====

Entry A
A gas-phase ion, C3H7N4 (charge +1). Source: OMol25; level of theory: ωB97M-V/def2-TZVPD.

Positions of all 14 atoms, in Å:
H -1.02161 1.81960 -0.96177
H -2.21686 0.31584 0.33100
N -1.65663 -0.57941 0.36957
C 1.73081 -1.07293 -0.04977
H -2.14024 -1.50171 0.42112
H -0.21611 2.57703 0.55314
C -0.16968 1.93181 -0.37026
H 0.35371 -2.58151 0.59054
N 1.64850 0.14337 -0.36226
N 0.38646 0.55661 -0.14291
N 0.52554 -1.54618 0.40025
H 0.70331 2.30593 -0.82788
H 2.45454 -1.80140 -0.18176
C -0.38176 -0.56705 0.23099

Its charge is +1. As for the gap between HOMO and LUMO: 0.393 Eh.

=====

Entry B
2 unconnected molecules or ions with the total composition C3H7N4. Source: OMol25; level of theory: ωB97M-V/def2-TZVPD.

Positions of all 14 atoms, in Å:
C 0.27243 1.15966 -1.45246
H -0.90176 2.22636 1.44313
N 0.56281 -0.09910 -1.28211
C 0.12212 0.25963 1.14729
H -0.58696 -0.11867 1.98896
H 0.45982 1.66179 -2.40245
H -1.42964 -1.92588 -0.73027
C -0.37020 1.57585 0.62847
H -0.09715 -2.88610 -0.57657
H 1.28480 -1.27303 0.12878
H 1.07834 0.23067 1.80544
N -0.68739 -2.19544 -0.09959
N 0.49194 -0.65246 -0.06366
N -0.19915 2.03674 -0.53495

Its charge is +1. As for the gap between HOMO and LUMO (spin up / spin down): 0.313 / 0.313 Eh.

=====

Entry C
A gas-phase ion, C3H7N4 (charge +1). Source: OMol25; level of theory: ωB97M-V/def2-TZVPD.

Positions of all 14 atoms, in Å:
H -0.90684 0.49028 1.51655
C 1.46716 -0.99359 -0.19432
C 1.28124 -2.24899 -0.81602
N -0.60226 -1.49030 -0.31582
N -0.02988 -2.52116 -0.78274
N -1.09456 1.18252 -0.43562
H 2.00613 -3.02879 -0.92857
H 0.53726 1.21970 1.13870
H -1.93004 1.69505 -0.12432
H -0.45429 1.58394 -1.10926
C -0.30866 0.72987 0.67449
N 0.26139 -0.56023 0.04794
H 2.29006 -0.38634 -0.00548
H -1.53383 -1.46778 -0.09912

Its charge is +1. As for the gap between HOMO and LUMO: 0.397 Eh.

=====

Stability verdict: entry A, ahead by 0.0487 hartree

=====

Entry A
C4H4N2OS in the gas phase. Source: OMol25; level of theory: ωB97M-V/def2-TZVPD.

Positions of all 12 atoms, in Å:
H -1.31958 -2.12399 -0.01603
S 2.74761 0.15908 -0.05806
C -0.05815 2.70774 -0.02979
N -1.87585 -0.10254 -0.02987
C -1.01952 -1.06148 -0.05039
H -0.52008 3.67467 -0.12845
C 1.04983 0.32289 0.04553
H -2.72215 -0.60572 -0.00334
N 0.36365 -0.82803 -0.10371
H 1.94243 -1.73680 0.32296
C 0.39221 1.60150 0.05468
O 1.01960 -2.00731 -0.00353

As for the gap between HOMO and LUMO: 0.303 Eh.

=====

Entry B
C4H4N2OS in the gas phase. Source: OMol25; level of theory: ωB97M-V/def2-TZVPD.

Positions of all 12 atoms, in Å:
S -1.58949 -2.03929 -0.42888
C -2.48295 1.61138 0.24762
C -0.26077 0.22858 -0.03120
H 2.76912 0.68661 -0.78336
N 0.82709 0.87931 -0.27057
C -1.49514 0.95857 0.09405
H -3.34524 2.27427 0.26242
H 1.93472 -0.72942 -0.93473
N 2.02804 0.15075 -0.35339
C -0.34637 -1.22123 0.21280
O 0.65746 -1.75978 0.86788
H 1.30353 -1.03974 1.11735

As for the gap between HOMO and LUMO: 0.306 Eh.

=====

Stability verdict: entry B, ahead by 0.0302 hartree

=====

Entry A
2 unconnected molecules or ions with the total composition C4H4ClN. Source: OMol25; level of theory: ωB97M-V/def2-TZVPD.

Positions of all 10 atoms, in Å:
C 2.01142 0.11041 -0.93668
H 2.20292 -0.65083 -1.67100
H -2.61332 0.84908 1.33914
H 1.34960 0.92915 -1.13970
N -0.40718 -1.08022 -0.46262
C -1.61576 0.67063 0.97865
H -0.86767 1.41610 1.20368
C -1.48104 -1.80940 -0.17238
Cl 2.73169 -0.01250 0.54488
C -1.31066 -0.42243 0.31602

As for the gap between HOMO and LUMO (spin up / spin down): 0.370 / 0.199 Eh.

=====

Entry B
C4H4ClN in the gas phase. Source: OMol25; level of theory: ωB97M-V/def2-TZVPD.

Positions of all 10 atoms, in Å:
H 2.06562 -0.81920 -0.11896
C -0.23227 -1.23060 -0.02697
N 1.03967 -0.65189 0.08342
Cl -3.00233 -0.10307 -0.03984
H 1.83945 1.38678 -0.24861
C -0.45654 1.09989 -0.01593
C 0.87346 0.67383 -0.10517
C -1.17693 -0.08446 0.14998
H -0.16399 -2.37920 -0.06562
H -0.78613 2.10792 0.38770

As for the gap between HOMO and LUMO: 0.331 Eh.

=====

Stability verdict: entry B, ahead by 0.1865 hartree